(1)
C2H14N2O4 | ωB97M-V/def2-TZVPD

For the orbital gap, the calculation gives 9.320 eV. As for the LUMO energy: 0.48 eV. Its SMILES is [H]/N=C/NC.O.O.O.O. As for the highest occupied orbital energy: -8.84 eV. The total energy is -13471.4111 eV.

Atoms and positions in Å:
C (1.6290, 0.0222, -1.6186)
N (0.8660, -0.7031, -0.6155)
C (0.4347, -1.9719, -0.7962)
N (-0.2608, -2.4978, 0.1439)
H (2.6927, 0.1051, -1.3922)
H (1.4785, -0.3915, -2.6117)
H (1.2351, 1.0399, -1.6205)
H (0.5699, -0.2501, 0.2455)
H (0.6981, -2.4715, -1.7248)
H (-0.5902, -3.4327, 0.0109)
H (1.4717, 1.9611, 0.9469)
H (0.9067, 3.4019, 0.4965)
O (1.3493, 2.5709, 0.2401)
H (-1.5980, -1.6266, 0.5052)
H (-2.8653, -1.1987, 1.2564)
O (-2.4389, -1.1271, 0.3885)
H (-2.0841, 0.7686, -0.4130)
H (-0.8789, 1.8107, -0.0569)
O (-1.8534, 1.6668, -0.1102)
H (-0.9400, 1.0594, 1.9429)
H (0.1816, 0.4487, 2.8239)
O (-0.0035, 0.8158, 1.9589)

Atoms 1-6, force components in eV/Å:
-0.54 0.78 0.40
0.33 -0.61 -0.94
-0.19 0.41 1.13
0.28 -0.14 0.28
0.05 -0.26 0.02
0.04 -0.21 0.02

These are the natural (NBO) partial charges, in e, on atoms 1 to 6: number 1, C, carries -0.418; number 2, N, carries -0.611; number 3, C, carries 0.323; number 4, N, carries -0.811; number 5, H, carries 0.189; number 6, H, carries 0.199

(2)
CN2O2 | ωB97M-V/def2-TZVPD

For the orbital gap (alpha / beta), the calculation gives 9.380 / 6.338 eV. As for the LUMO energy (alpha / beta): -1.24 / -2.91 eV. As for the highest occupied orbital energy (alpha / beta): -10.62 / -9.25 eV. The total energy is -8107.9376 eV.

Atoms and positions in Å:
C (-0.7530, 0.7794, -0.7716)
N (-0.6045, -0.3576, -0.4449)
N (1.2072, -0.6432, 1.2082)
O (-0.9663, 1.8628, -1.1513)
O (1.2809, -1.7579, 1.3073)

Atomic forces in eV per Å
-0.17 1.11 -0.36
0.85 -2.36 1.17
-0.50 -0.90 -0.44
-0.07 1.02 -0.23
-0.12 1.13 -0.14

Which charges does natural (NBO) predict for the atoms? In e, they are: number 1, C, carries 0.679; number 2, N, carries -0.520; number 3, N, carries 0.394; number 4, O, carries -0.471; number 5, O, carries -0.082

(3)
C3H4NOS | ωB97M-V/def2-TZVPD

For the orbital gap (alpha / beta), the calculation gives 6.925 / 6.835 eV. As for the charge: +1. As for the LUMO energy (alpha / beta): -7.11 / -7.19 eV. As for the highest occupied orbital energy (alpha / beta): -14.04 / -14.02 eV. The total energy is -17535.7050 eV.

Atoms and positions in Å:
C (-2.6644, -0.9537, 1.0377)
C (1.4911, 0.7746, 0.2940)
C (1.3301, -0.0477, -0.9553)
N (-2.1640, -0.4765, 0.1272)
O (0.8131, 1.3204, 1.1528)
S (-1.5544, 0.2029, -1.1424)
H (-2.9005, -0.9332, 2.0679)
H (2.7039, 0.7857, 0.2585)
H (1.4897, 0.4478, -1.8185)
H (1.4554, -1.1203, -1.0218)

Atoms 1-6, force components in eV/Å:
0.12 0.18 0.60
0.25 0.45 1.34
-2.94 -0.37 3.71
-0.15 -0.48 0.66
1.97 -1.96 -3.05
2.13 0.70 -1.91

These are the natural (NBO) partial charges, in e, on atoms 1 to 6: number 1, C, carries 0.315; number 2, C, carries 0.357; number 3, C, carries -0.087; number 4, N, carries -0.420; number 5, O, carries -0.387; number 6, S, carries 0.266

(4)
C5H6OS | ωB97M-V/def2-TZVPD

For the orbital gap, the calculation gives 8.852 eV. As for the LUMO energy: 0.53 eV. Its SMILES is CC#CSO.C#C. As for the highest occupied orbital energy: -8.32 eV. The total energy is -18159.5502 eV.

Atoms and positions in Å:
C (-1.9831, -0.2309, 0.6175)
C (-0.8343, 0.1102, 0.8432)
C (3.7637, -0.0446, -0.2102)
C (2.7701, -0.2596, -0.8361)
C (-3.0949, -0.8276, -0.0442)
O (0.8730, 1.8365, -0.0182)
S (0.6239, 0.8496, 1.3595)
H (4.6091, 0.0616, 0.3864)
H (1.8020, 1.7288, -0.0298)
H (1.9613, -0.5260, -1.3862)
H (-3.8321, -1.0413, 0.6629)
H (-3.7130, -0.0519, -0.5818)
H (-2.9456, -1.6049, -0.7631)

Atoms 1-6, force components in eV/Å:
2.34 0.21 -0.70
-0.02 0.51 0.89
-0.62 -0.18 -0.34
1.91 0.26 0.94
-1.79 1.95 -1.10
-1.44 -0.37 1.44

These are the natural (NBO) partial charges, in e, on atoms 1 to 6: number 1, C, carries 0.028; number 2, C, carries -0.287; number 3, C, carries -0.239; number 4, C, carries -0.221; number 5, C, carries -0.696; number 6, O, carries -0.812

(5)
C16H50O13 | ωB97M-V/def2-TZVPD

For the orbital gap, the calculation gives 9.448 eV. As for the LUMO energy: 0.13 eV. As for the highest occupied orbital energy: -9.32 eV. The total energy is -44018.3980 eV.

Atoms and positions in Å:
C (-1.2488, -0.1391, 0.0994)
C (-1.1241, 0.8573, 1.2372)
C (-0.2745, 1.9799, 0.7095)
O (0.5492, 1.3791, -0.3970)
C (0.1106, 0.0335, -0.5732)
H (-2.0910, 0.2331, -0.5788)
H (-1.4560, -1.1403, 0.4602)
H (-0.6459, 0.4268, 2.0842)
H (-2.0284, 1.4391, 1.5384)
H (0.4570, 2.4280, 1.4043)
H (-0.8682, 2.6676, 0.1797)
H (0.8013, -0.7218, -0.1684)
H (0.0830, -0.2224, -1.6578)
C (1.5795, 0.8092, -4.1640)
C (2.8044, 1.3652, -3.4021)
C (3.1000, 0.2848, -2.3219)
O (2.3208, -0.8706, -2.5557)
C (1.6011, -0.6410, -3.7843)
H (1.6044, 0.9537, -5.2382)
H (0.6563, 1.2617, -3.8355)
H (2.6036, 2.3713, -2.9849)
H (3.6795, 1.3182, -4.0559)
H (2.7924, 0.6769, -1.3119)
H (4.1398, 0.0023, -2.3250)
H (0.5514, -1.0181, -3.6493)
H (2.1166, -1.2597, -4.6064)
C (2.0515, -0.6173, 3.9455)
C (1.9252, 0.6011, 4.9064)
C (2.6364, 1.6952, 4.1820)
O (2.2248, 1.4633, 2.8499)
C (2.5168, 0.1506, 2.6416)
H (1.0643, -1.1209, 3.7907)
H (2.7308, -1.4444, 4.2495)
H (2.2798, 0.5092, 5.9588)
H (0.8471, 0.8596, 4.9266)
H (3.7550, 1.6751, 4.2380)
H (2.3572, 2.7318, 4.3452)
H (3.5721, 0.0003, 2.4240)
H (1.9900, -0.1467, 1.7469)
C (1.8898, -4.9270, -0.3554)
C (1.6617, -5.1036, 1.1355)
C (0.2237, -4.6723, 1.1743)
O (0.1947, -3.4713, 0.3732)
C (1.2892, -3.5025, -0.5467)
H (1.3586, -5.6958, -0.9241)
H (2.9157, -4.9460, -0.6841)
H (2.3182, -4.4023, 1.6896)
H (1.7990, -6.0668, 1.5721)
H (0.0239, -4.4272, 2.1972)
H (-0.4477, -5.4263, 0.7967)
H (2.0195, -2.8182, -0.2030)
H (0.9910, -3.2006, -1.5201)
O (-1.7512, -3.3836, -1.5386)
H (-2.4750, -2.7418, -1.6606)
H (-1.1434, -3.0177, -0.8544)
O (-2.3821, 4.2056, 2.3070)
H (-2.9927, 3.7197, 1.7504)
H (-2.8865, 4.9575, 2.5953)
O (-3.8492, -0.1707, 2.7192)
H (-3.1324, -0.8108, 2.7109)
H (-3.5700, 0.5017, 2.0579)
O (-4.4925, -1.7961, -1.4132)
H (-4.5730, -2.0177, -0.4773)
H (-5.1973, -2.3043, -1.8258)
O (2.1501, 4.3166, 0.4981)
H (2.1846, 3.4027, 0.1639)
H (1.9248, 4.2819, 1.4123)
O (-2.5010, 0.0034, -3.3490)
H (-3.2368, 0.1241, -2.7429)
H (-2.7502, -0.7403, -3.9031)
O (-4.7185, 2.2433, 0.2438)
H (-5.3682, 1.6670, -0.1835)
H (-4.4775, 2.8349, -0.5212)
O (-0.9337, 3.2097, -2.7218)
H (-0.7168, 2.2844, -2.5676)
H (-0.1017, 3.5802, -2.4666)
O (-3.7433, 4.4758, -1.3619)
H (-4.2436, 4.9586, -2.0557)
H (-3.0248, 4.0451, -1.8288)

Atoms 1-6, force components in eV/Å:
-1.17 1.64 -0.86
-0.69 1.58 0.36
2.25 -1.19 -1.19
-0.58 -0.26 0.78
-0.01 -1.12 -1.13
1.06 -0.76 0.68

These are the Löwdin partial charges, in e, on atoms 1 to 6: number 1, C, carries -0.133; number 2, C, carries -0.177; number 3, C, carries -0.136; number 4, O, carries -0.164; number 5, C, carries -0.216; number 6, H, carries 0.126

(6)
S2 | ωB97M-V/def2-TZVPD

For the orbital gap, the calculation gives 4.034 eV. As for the LUMO energy: -5.36 eV. As for the highest occupied orbital energy: -9.39 eV. The total energy is -21661.3872 eV.

Atoms and positions in Å:
S (1.6891, 0.4502, 0.4886)
S (-1.6891, -0.4502, -0.4886)

Atomic forces in eV per Å
-2.45 -0.65 -0.71
2.45 0.65 0.71

Which charges does natural (NBO) predict for the atoms? In e, they are: number 1, S, carries 0.000; number 2, S, carries 0.000

(7)
C33H79N9O7 | ωB97M-V/def2-TZVPD

For the orbital gap, the calculation gives 7.934 eV. As for the LUMO energy: 0.01 eV. As for the highest occupied orbital energy: -7.93 eV. The total energy is -63209.1240 eV.

Atoms and positions in Å:
C (13.1964, 9.9430, 2.3368)
C (11.9027, 9.6010, 3.1032)
N (10.7073, 10.1068, 2.3598)
C (10.6515, 11.6189, 2.1986)
C (10.4327, 12.3172, 3.5623)
C (9.5209, 9.4798, 2.9823)
C (8.1624, 9.7884, 2.2502)
H (13.4530, 9.0421, 1.7795)
H (14.0437, 10.0816, 3.0084)
H (13.1098, 10.8358, 1.7175)
H (11.8483, 8.5137, 3.1580)
H (12.0056, 9.8969, 4.1472)
H (11.5119, 12.1877, 1.8462)
H (9.8066, 11.7337, 1.5195)
H (11.3489, 12.3228, 4.1529)
H (10.0512, 13.3372, 3.5176)
H (9.6974, 11.8485, 4.2163)
H (9.2344, 9.6304, 4.0232)
H (9.5046, 8.3967, 2.8611)
H (8.1938, 9.3153, 1.2688)
H (7.9843, 10.8638, 2.2501)
H (7.3926, 9.2271, 2.7797)
C (11.8553, 7.0678, 0.7104)
C (13.2347, 7.5662, 0.3931)
N (14.1087, 7.4031, 1.6059)
C (15.0748, 8.4772, 1.7260)
C (15.9604, 8.6416, 0.5362)
C (14.7718, 6.1318, 1.8518)
C (15.2964, 5.9149, 3.2887)
H (11.5242, 7.6523, 1.5688)
H (11.8129, 6.0194, 1.0057)
H (11.1578, 7.1860, -0.1189)
H (13.7017, 7.0640, -0.4542)
H (13.1058, 8.5963, 0.0610)
H (14.5386, 9.4018, 1.9398)
H (15.6873, 8.3831, 2.6228)
H (16.5348, 7.7203, 0.4397)
H (15.4384, 8.8820, -0.3899)
H (16.7600, 9.3671, 0.6854)
H (15.6983, 5.9656, 1.3021)
H (14.0532, 5.3270, 1.6969)
H (14.5111, 5.9332, 4.0444)
H (16.1931, 6.5280, 3.3787)
H (15.6200, 4.8805, 3.4038)
C (12.6376, 10.7804, -0.0630)
C (12.7844, 10.0541, -1.4519)
O (11.8361, 9.4872, -2.0060)
N (13.9537, 10.2362, -2.0238)
C (14.4366, 9.5460, -3.2475)
H (12.9261, 11.8055, -0.2955)
H (13.4274, 10.5069, 0.6367)
H (11.7138, 10.7870, 0.5155)
H (14.5646, 10.8320, -1.4835)
H (15.2343, 8.8400, -3.0165)
H (14.8560, 10.3123, -3.8994)
H (13.6963, 9.0552, -3.8792)
C (18.7266, 2.5409, -0.4964)
C (18.4562, 4.0261, -0.7268)
O (18.9221, 4.5705, -1.6784)
N (17.8434, 4.7928, 0.1889)
C (17.7452, 6.2606, 0.2810)
H (18.3470, 1.8368, -1.2368)
H (18.2205, 2.2315, 0.4180)
H (19.7621, 2.3905, -0.1910)
H (17.6800, 4.2771, 1.0418)
H (17.0883, 6.8504, 0.9202)
H (17.5259, 6.7236, -0.6812)
H (18.6654, 6.7556, 0.5912)
C (12.8030, 6.7670, -2.2064)
C (11.4777, 6.7213, -2.9056)
O (11.0727, 5.6194, -3.3017)
N (10.8570, 7.9247, -3.0974)
C (9.4938, 8.0524, -3.7412)
H (13.4643, 7.4904, -2.6833)
H (13.3073, 5.8103, -2.0705)
H (12.8199, 7.2009, -1.2066)
H (11.2954, 8.8099, -2.8872)
H (9.2378, 7.0599, -4.1121)
H (9.3805, 8.7461, -4.5743)
H (8.7473, 8.2509, -2.9722)
C (14.4807, 3.3087, 1.6984)
C (15.7153, 3.9608, 1.0498)
O (16.8096, 3.9844, 1.6943)
N (15.6748, 4.3033, -0.2028)
C (14.5810, 4.1695, -1.1452)
H (14.1522, 2.5305, 1.0095)
H (13.7484, 4.0773, 1.9457)
H (14.7931, 2.8419, 2.6326)
H (16.5762, 4.4119, -0.6452)
H (13.8921, 5.0007, -0.9956)
H (13.9471, 3.2838, -1.1884)
H (14.9897, 4.3612, -2.1373)
C (9.4217, 6.3972, 0.8978)
C (8.8306, 5.0888, 1.4393)
O (9.1188, 4.0602, 0.8652)
N (8.1526, 5.2380, 2.6244)
C (7.4122, 4.2714, 3.3893)
H (10.4728, 6.1497, 0.7493)
H (9.4928, 7.2899, 1.5192)
H (8.9693, 6.6221, -0.0680)
H (8.2293, 6.1912, 2.9497)
H (6.3557, 4.5378, 3.3568)
H (7.6262, 4.3934, 4.4511)
H (7.3728, 3.2805, 2.9370)
C (9.6496, 10.2381, -1.9920)
C (9.9733, 10.8190, -0.6349)
O (9.9785, 12.0840, -0.4840)
N (10.1034, 9.9264, 0.3711)
C (10.4918, 8.4874, 0.2702)
H (10.0956, 9.2479, -2.0850)
H (10.0398, 10.8487, -2.8063)
H (8.5669, 10.1343, -2.0637)
H (10.3656, 10.3425, 1.2532)
H (10.8188, 8.1640, 1.2584)
H (11.2330, 8.4557, -0.5284)
H (9.6111, 7.9492, -0.0804)
C (15.3148, 10.8673, 1.6444)
C (15.8651, 11.0205, 0.2409)
O (15.0938, 11.1790, -0.6686)
N (17.1569, 11.2993, 0.0560)
C (17.7877, 11.5456, -1.1974)
H (16.1742, 10.7078, 2.2956)
H (14.6267, 10.0238, 1.5871)
H (14.7454, 11.7696, 1.8676)
H (17.6564, 11.4044, 0.9275)
H (17.1664, 11.7470, -2.0701)
H (18.2845, 10.6019, -1.4230)
H (18.5297, 12.3386, -1.1038)

Atoms 1-6, force components in eV/Å:
-5.49 0.62 4.47
0.48 0.57 -0.78
3.45 0.06 10.05
-1.54 1.25 4.03
-0.53 -0.22 0.48
-2.54 0.33 -1.19

These are the Löwdin partial charges, in e, on atoms 1 to 6: number 1, C, carries -0.166; number 2, C, carries -0.098; number 3, N, carries -0.193; number 4, C, carries -0.159; number 5, C, carries -0.056; number 6, C, carries -0.187

(8)
C5H10S2 | ωB97M-V/def2-TZVPD

For the orbital gap, the calculation gives 8.994 eV. As for the LUMO energy: 0.85 eV. Its SMILES is CS/C=C(/C)SC. As for the highest occupied orbital energy: -8.14 eV. The total energy is -27017.0452 eV.

Atoms and positions in Å:
C (-1.9824, 1.3411, -2.0947)
C (0.0908, 0.0956, -0.8299)
C (0.9876, -0.2960, 0.0744)
C (1.7418, -1.5922, -0.0404)
C (0.1149, 0.2274, 2.6077)
H (-1.4851, 1.1510, -3.0468)
H (-2.6269, 0.4801, -1.8782)
H (-2.6310, 2.2201, -2.1824)
H (-0.1543, -0.5660, -1.6344)
H (1.3448, -2.2452, -0.8432)
H (2.8126, -1.4299, -0.1730)
H (1.6493, -2.1915, 0.8931)
H (0.2446, -0.8363, 2.8665)
H (-0.8541, 0.3813, 2.1105)
H (0.1785, 0.8617, 3.5038)
S (-0.8143, 1.6279, -0.7698)
S (1.3832, 0.7710, 1.4367)

Atoms 1-6, force components in eV/Å:
-0.55 -0.47 -0.30
-0.29 0.60 0.54
0.07 0.02 -0.17
-0.39 -0.86 0.45
-0.38 -0.18 -0.17
0.02 0.19 0.03

These are the natural (NBO) partial charges, in e, on atoms 1 to 6: number 1, C, carries -0.760; number 2, C, carries -0.334; number 3, C, carries -0.196; number 4, C, carries -0.636; number 5, C, carries -0.739; number 6, H, carries 0.217

(9)
C7H11BrN | ωB97M-V/def2-TZVPD

For the orbital gap, the calculation gives 9.081 eV. As for the charge: +1. As for the LUMO energy: -4.06 eV. Its SMILES is C[N+]1(C)CC=CC=C1Br. As for the highest occupied orbital energy: -13.14 eV. The total energy is -78960.7720 eV.

Atoms and positions in Å:
C (-0.4577, -2.1969, 0.0854)
C (0.9240, -1.7830, 0.0880)
C (-1.3600, -1.3294, -0.3807)
C (1.2487, -0.4662, -0.0275)
C (-0.9236, -0.0621, -0.8516)
C (-0.3592, 0.8693, 1.3824)
C (0.5919, 1.8355, -0.6521)
N (0.1552, 0.5053, -0.0827)
Br (3.0580, 0.1200, -0.1121)
H (-0.6252, -3.1185, 0.5911)
H (1.8071, -2.4250, 0.1611)
H (-2.3671, -1.6058, -0.1210)
H (-0.5546, -0.1178, -1.9682)
H (-1.7745, 0.5359, -0.7852)
H (-0.6528, 1.9635, 1.5222)
H (-1.2680, 0.2286, 1.4653)
H (0.3977, 0.4736, 2.1531)
H (-0.3107, 2.4533, -0.7088)
H (1.4356, 2.4632, -0.0876)
H (1.0353, 1.6562, -1.6710)

Atoms 1-6, force components in eV/Å:
0.72 0.52 0.20
1.87 1.96 -0.57
0.08 -3.60 2.03
0.43 -1.96 0.04
0.50 0.36 -3.90
-0.21 -1.17 0.76

These are the natural (NBO) partial charges, in e, on atoms 1 to 6: number 1, C, carries -0.179; number 2, C, carries -0.227; number 3, C, carries -0.203; number 4, C, carries 0.052; number 5, C, carries -0.271; number 6, C, carries -0.421